1.
24
Properties=species:S:1:pos:R:3:nbo_charge:R:1 method="wB97M-V/def2-TZVPD" homo_ev=-12.1 charge=+1
O -3.594 0.015 -1.179 -0.5566
O -3.902 0.127 1.054 -0.4231
N 1.986 -1.041 -0.213 -0.7348
N -3.343 -0.467 0.138 0.3407
N -1.672 1.607 0.093 -0.6508
C -0.038 0.180 -0.964 -0.5487
C 0.657 2.193 0.508 -0.7046
C -1.582 -2.301 0.248 -0.3066
C -2.458 -1.369 0.195 0.2767
C -0.471 1.407 -0.116 0.3580
C -0.158 -2.061 0.235 -0.1687
C 0.470 -0.994 -0.250 0.1782
H -3.237 0.895 -1.283 0.5036
H 0.328 -2.801 0.772 0.2207
H 2.077 -1.895 0.501 0.4755
H -1.865 -3.290 0.227 0.2467
H -2.029 2.313 0.668 0.3827
H -0.876 -0.137 -1.492 0.2747
H 0.729 3.058 -0.147 0.2584
H 0.408 2.737 1.436 0.2655
H 0.617 0.589 -1.699 0.2328
H 1.623 1.669 0.429 0.1814
H 2.561 -1.277 -1.079 0.4477
H 2.556 -0.201 -0.085 0.4507


2.
24
Properties=species:S:1:pos:R:3:nbo_charge:R:1 method="wB97M-V/def2-TZVPD" homo_ev=-10.9 charge=+1
S -0.811 0.013 -2.312 0.3286
O 2.160 -0.415 -1.119 -0.5554
N 2.533 -1.892 0.594 -0.7305
N 0.738 1.470 0.049 -0.5018
N -1.731 -1.265 -0.223 -0.5989
C -0.071 0.329 0.448 -0.0604
C -2.209 -1.957 -1.337 -0.0251
C -0.759 -0.307 -0.485 0.1192
C 2.525 -1.109 -0.282 0.8522
C 0.067 -0.193 1.806 -0.6457
C 0.284 2.868 0.450 -0.4204
C -1.882 -1.301 -2.477 -0.4440
H 1.156 -0.484 1.953 0.2252
H -0.779 3.060 0.474 0.2493
H -0.565 -1.018 1.984 0.2453
H 0.771 3.157 1.404 0.2362
H -0.220 0.510 2.630 0.2278
H 3.218 -2.248 1.240 0.4452
H 0.713 3.495 -0.356 0.2308
H -2.306 -1.694 -3.342 0.2618
H 0.839 1.339 -0.953 0.4542
H 1.734 1.399 0.403 0.4337
H -3.112 -2.586 -1.188 0.2461
H -2.292 -1.170 0.641 0.4264


3.
24
Properties=species:S:1:pos:R:3:nbo_charge:R:1 method="wB97M-V/def2-TZVPD" homo_ev="-8.1 / -7.4"
O 2.705 -1.391 0.500 -0.5719
N -0.771 0.731 0.143 -0.2601
N 2.193 0.584 -0.476 -0.4648
N -1.672 1.716 0.411 -0.1943
N -2.915 1.340 0.644 -0.2187
C -2.894 0.049 0.544 -0.0712
C 2.118 -0.698 -0.330 0.5966
C -1.006 -1.642 0.191 -0.1085
C -1.508 -0.367 0.157 0.0208
C -1.887 -2.827 0.305 -0.6521
C 3.018 1.381 0.480 -0.4027
C 1.442 1.235 -1.504 -0.4003
H -2.859 -2.703 -0.171 0.2167
H 0.920 2.202 -1.156 0.1951
H 2.208 2.025 1.074 0.1956
H 0.587 0.685 -1.842 0.2322
H 0.012 -1.685 0.162 0.2070
H -1.440 -3.730 0.060 0.2279
H -2.165 -2.975 1.455 0.2152
H 1.997 1.354 -2.418 0.1925
H 3.663 2.012 -0.111 0.2047
H -3.770 -0.565 0.670 0.2144
H 3.426 0.627 1.053 0.2306
H -1.402 2.640 0.158 0.3953


4.
24
Properties=species:S:1:pos:R:3:nbo_charge:R:1 method="wB97M-V/def2-TZVPD" homo_ev=-13.4 smiles="NCc1cnn2[n+]1C=CCNC2" charge=+1
N -1.088 3.040 1.844 -0.8207
N -0.083 0.153 0.013 -0.1242
N 1.225 1.444 -1.161 -0.1217
N 1.112 -2.044 -1.706 -0.6021
N 0.968 0.224 -0.834 0.0464
C -0.637 -1.003 0.572 -0.0809
C -0.499 1.424 0.220 0.2152
C -1.605 1.912 1.096 -0.2671
C 0.358 2.220 -0.539 -0.0605
C 0.594 -2.894 -0.663 -0.2784
C 1.817 -0.899 -1.319 -0.0633
C -0.360 -2.279 0.311 -0.1397
H -2.410 2.271 0.443 0.2456
H -1.829 3.641 2.179 0.3873
H 2.370 -0.459 -2.155 0.2572
H -0.527 2.747 2.635 0.3727
H 2.518 -1.148 -0.514 0.2221
H 0.107 -3.752 -1.132 0.2475
H 0.353 3.283 -0.643 0.2637
H 0.486 -1.919 -2.490 0.3913
H -2.021 1.100 1.716 0.1966
H -0.909 -3.003 0.897 0.2446
H 1.441 -3.297 -0.089 0.2310
H -1.380 -0.761 1.318 0.2376


5.
21
Properties=species:S:1:pos:R:3:nbo_charge:R:1 method="wB97M-V/def2-TZVPD" homo_ev="-11.3 / -12.4" charge=+1
O -0.747 0.903 -0.548 -0.5319
N -2.364 -0.342 0.861 -0.5994
C -1.712 -0.161 -0.513 0.1291
C 1.797 -1.009 0.145 -0.3740
C 2.123 1.488 0.703 -0.7005
C 0.455 0.470 -1.149 -0.1304
C -3.013 0.464 -0.164 -0.2853
C 1.203 -2.109 -0.449 -0.0834
C 1.511 0.307 -0.064 0.3421
H 0.852 -2.180 -1.494 0.2254
H -2.770 -1.236 1.074 0.4311
H 2.782 0.893 1.375 0.2429
H -2.927 1.565 -0.130 0.2400
H 2.427 -1.261 0.974 0.2364
H 0.761 1.223 -1.796 0.2088
H 1.286 1.960 1.284 0.2733
H 0.407 -0.484 -1.645 0.2021
H -1.875 0.070 1.696 0.4258
H 2.458 2.409 0.155 0.2917
H 1.317 -3.110 0.022 0.2306
H -3.971 0.140 -0.336 0.2256


6.
21
Properties=species:S:1:pos:R:3:nbo_charge:R:1 method="wB97M-V/def2-TZVPD" homo_ev=-14.4 smiles=CCC[n+]1ccc(C)o1 charge=+1
O 1.175 0.758 -0.597 -0.2247
N 0.147 -0.043 -0.314 -0.0186
C -1.468 0.254 -1.095 -0.0657
C 3.614 0.916 -0.196 -0.6783
C 1.979 -0.838 0.626 -0.3261
C -2.900 -0.585 0.814 -0.6565
C -2.551 0.522 -0.165 -0.4875
C 0.585 -1.036 0.385 0.0814
C 2.294 0.278 -0.094 0.4022
H 0.010 -1.849 0.514 0.2382
H 2.538 -1.400 1.197 0.2420
H -3.886 -0.555 1.254 0.2516
H 4.117 0.636 0.710 0.2575
H -2.149 1.522 0.396 0.2426
H -2.859 -1.553 0.302 0.2112
H -1.287 -0.636 -1.747 0.2386
H -2.444 -0.753 1.768 0.2373
H 3.744 1.962 -0.438 0.2707
H -3.467 0.899 -0.645 0.2905
H 4.097 0.364 -1.027 0.2634
H -1.289 1.137 -1.647 0.2302


7.
22
Properties=species:S:1:pos:R:3:nbo_charge:R:1 method="wB97M-V/def2-TZVPD" homo_ev=-13.6 smiles="C[N+](C)=CCC[C@H]1OC1=O" charge=+1
O 1.170 -1.964 1.744 -0.4502
O 3.525 -2.336 2.160 -0.4589
N -1.115 1.113 -0.241 -0.2398
C 1.811 -1.002 0.822 -0.0631
C -2.302 0.398 -0.030 -0.4703
C -1.225 2.505 0.061 -0.4326
C 2.507 -1.914 1.751 0.8074
C -0.064 0.526 -0.614 0.2916
C 1.590 -1.217 -0.646 -0.4186
C 0.119 -0.847 -1.066 -0.5078
H -1.974 2.700 0.811 0.2500
H 2.217 -0.645 -1.217 0.2317
H 1.614 0.015 1.112 0.1788
H -0.284 2.769 0.537 0.2344
H 1.729 -2.273 -0.880 0.2517
H -0.156 -0.966 -2.207 0.3035
H -0.626 -1.514 -0.490 0.2537
H -2.491 -0.037 -0.923 0.2317
H 0.746 1.238 -0.844 0.2216
H -3.210 0.898 0.461 0.2695
H -1.330 3.143 -0.872 0.2579
H -2.250 -0.590 0.571 0.2579


8.
24
Properties=species:S:1:pos:R:3:nbo_charge:R:1 method="wB97M-V/def2-TZVPD" homo_ev="-12.4 / -12.3" charge=+1
O 3.093 -1.003 0.209 -0.5603
O -0.905 2.030 0.310 -0.6680
O 2.286 1.119 0.171 -0.5214
O 0.717 -3.033 0.125 -0.6425
N -2.316 0.375 -0.179 -0.5617
C 0.812 -0.742 0.244 -0.1644
C 3.597 1.677 -0.008 -0.2866
C 2.182 -0.219 0.231 0.7129
C 0.102 -1.834 0.110 0.3191
C -0.991 0.967 -0.426 0.2625
C -1.325 -1.887 -0.185 -0.4811
C -2.131 -0.868 0.649 -0.2031
H 3.960 2.170 0.823 0.2039
H -2.815 1.032 0.435 0.4567
H 1.574 -2.994 0.502 0.5123
H -0.474 0.906 -1.372 0.2189
H 3.740 2.261 -0.957 0.2086
H -0.025 2.354 0.364 0.5301
H -1.663 -2.836 0.013 0.2631
H -1.285 -1.581 -1.208 0.2385
H -1.468 -0.538 1.491 0.2510
H -3.017 -1.279 1.000 0.2350
H 4.307 0.823 -0.114 0.2237
H -2.989 0.151 -0.960 0.4527


9.
26
Properties=species:S:1:pos:R:3:nbo_charge:R:1 method="wB97M-V/def2-TZVPD" homo_ev=-3.7 charge=-1
S -0.418 -1.845 3.059 1.4564
S 2.468 0.430 -1.931 2.2853
O -1.806 -1.829 3.673 -1.0458
O 3.857 0.232 -2.278 -0.9567
O -0.232 -2.229 1.618 -1.0739
O 2.025 1.748 -2.015 -0.9641
N 1.529 -0.620 -2.880 -0.8400
C -1.097 0.350 0.689 -0.4585
C 0.724 -0.831 -0.624 -0.3501
C -0.077 0.020 2.943 -0.4158
C 0.966 -1.553 -1.965 -0.2119
C -0.341 0.193 -0.650 -0.4010
C 2.030 -0.307 -0.332 -0.6405
C -0.254 0.735 1.835 -0.2246
H 1.730 -2.353 -1.751 0.1854
H -1.845 1.151 0.778 0.2103
H 0.102 -2.021 -2.256 0.2081
H 0.696 -0.041 -3.269 0.3859
H 1.930 0.545 0.379 0.2589
H 0.141 1.200 -0.797 0.2125
H 0.350 1.585 1.785 0.1710
H -0.991 0.041 -1.547 0.1941
H 0.364 -1.614 0.075 0.3342
H -1.646 -0.502 1.074 0.2499
H 0.441 0.439 3.776 0.1811
H 2.790 -0.985 -0.003 0.2497


10.
22
Properties=species:S:1:pos:R:3:nbo_charge:R:1 method="wB97M-V/def2-TZVPD" homo_ev=-13.5 charge=+1
S 0.514 0.592 -2.167 0.5174
O -1.730 2.683 1.063 -0.7285
N 1.680 -0.988 -0.409 -0.2779
C 2.397 -2.159 0.031 -0.4159
C -1.792 0.752 -0.527 -0.4583
C -0.304 0.277 -0.605 -0.1261
C -2.004 2.259 -0.278 -0.0514
C 1.714 -0.587 -1.648 0.0064
C 0.091 -0.864 1.660 -0.6586
C 0.462 -0.502 0.213 0.1616
H 2.305 -1.034 -2.350 0.2370
H -1.380 2.857 -0.933 0.1603
H 3.176 -1.897 0.656 0.2384
H -2.987 2.584 -0.538 0.1880
H 2.719 -2.792 -0.842 0.2424
H 1.682 -2.823 0.602 0.2414
H -0.943 -0.847 1.703 0.2459
H 0.379 -0.180 2.471 0.2636
H 0.341 -1.837 1.991 0.2341
H -2.352 0.262 0.246 0.2497
H -2.317 0.577 -1.414 0.2434
H -1.652 3.668 1.075 0.4871


11.
22
Properties=species:S:1:pos:R:3:nbo_charge:R:1 method="wB97M-V/def2-TZVPD" homo_ev=-12.3 charge=+1
S 2.405 0.394 -0.191 0.0663
S -1.139 2.476 0.207 0.3759
N 0.628 -1.349 -1.466 -0.3389
C 0.195 -0.074 -1.976 -0.2180
C -1.466 1.322 1.468 -0.4419
C 0.777 -0.188 -0.660 -0.2104
C -0.005 2.815 2.443 -0.2601
C -0.054 3.372 1.229 -0.3636
C -0.923 1.755 2.627 -0.2253
C -0.360 -2.420 -1.323 -0.4304
H 0.508 3.025 3.322 0.2360
H -1.066 1.326 3.531 0.2248
H -0.065 -0.102 -0.026 0.2729
H 2.025 0.790 1.032 0.1834
H -0.949 -0.033 -2.083 0.2481
H 1.448 -1.626 -1.885 0.4337
H -2.144 0.500 1.208 0.2375
H 0.420 4.173 0.841 0.2348
H -1.412 -2.159 -1.213 0.2432
H -0.462 -2.919 -2.285 0.2474
H -0.273 -2.977 -0.514 0.2347
H 0.751 0.341 -2.797 0.2500


12.
20
Properties=species:S:1:pos:R:3:nbo_charge:R:1 method="wB97M-V/def2-TZVPD" homo_ev=-8.6 smiles="C=C/C=C/C=C/C.O"
O -6.707 -0.543 0.803 -0.9337
C 1.958 0.146 -1.619 -0.2239
C 0.180 0.115 -3.317 -0.3891
C 1.039 0.170 1.722 -0.1611
C 1.456 0.004 -3.014 -0.2037
C 1.855 -0.379 0.833 -0.2384
C 1.261 0.306 3.189 -0.6452
C 1.368 -0.460 -0.596 -0.1943
H 2.141 -0.168 3.616 0.2148
H 0.133 0.654 1.369 0.1938
H -0.443 0.331 -2.463 0.1918
H 1.345 1.333 3.453 0.2147
H 0.432 -0.989 -0.589 0.2071
H 2.913 0.655 -1.516 0.2040
H 2.262 -0.309 -3.672 0.2010
H 2.904 -0.629 0.955 0.2075
H 0.370 0.016 3.758 0.2169
H -7.337 -0.484 0.077 0.4669
H -0.287 -0.046 -4.277 0.2044
H -6.843 0.278 1.288 0.4668


13.
20
Properties=species:S:1:pos:R:3:nbo_charge:R:1 method="wB97M-V/def2-TZVPD" homo_ev=-7.8
O -2.884 -0.474 -0.808 -0.4720
C -1.727 -0.293 -0.942 0.7039
C -0.476 -0.369 1.830 -0.6589
C 0.640 -0.287 0.816 0.0038
C 0.517 0.415 -0.352 -0.1817
C 2.013 -0.479 1.409 -0.6351
C -0.738 1.536 -2.257 -0.5840
C -0.690 0.565 -1.096 -0.3443
H 2.800 -0.319 0.674 0.2136
H -1.394 0.130 1.522 0.2238
H -0.002 -1.831 -0.317 0.0299
H 2.098 -1.496 1.797 0.2140
H -0.783 2.568 -1.903 0.2177
H 2.207 0.194 2.248 0.2128
H -0.192 0.097 2.776 0.2236
H -0.723 -1.412 2.037 0.2189
H 1.413 0.753 -0.864 0.1994
H -1.598 1.371 -2.903 0.2239
H -0.644 -2.106 -0.800 -0.0217
H 0.163 1.438 -2.867 0.2123


14.
20
Properties=species:S:1:pos:R:3:nbo_charge:R:1 method="wB97M-V/def2-TZVPD" homo_ev=-9.3 smiles="O=c1cc1.CC(C)C"
O -0.372 3.003 -2.375 -0.5651
C 1.098 -1.079 0.858 -0.2204
C -2.267 1.901 -1.171 -0.2155
C -0.081 -0.766 1.758 -0.5965
C 0.319 -1.451 -0.473 -0.6189
C -1.809 0.921 -2.036 -0.2003
C -1.139 2.199 -1.984 0.5023
C 2.044 0.107 0.769 -0.6056
H -0.535 -0.763 -0.403 0.1930
H -0.154 -2.436 -0.412 0.2121
H -1.952 -0.101 -2.367 0.2352
H 2.402 0.267 1.780 0.2057
H 0.343 -0.557 2.771 0.2039
H -0.862 -1.501 1.851 0.2112
H -0.650 0.165 1.357 0.1848
H 0.871 -1.271 -1.484 0.2110
H 1.515 -1.937 1.399 0.1981
H 2.884 -0.010 0.114 0.2166
H 1.444 0.952 0.580 0.2064
H -3.100 2.357 -0.533 0.2419


15.
20
Properties=species:S:1:pos:R:3:nbo_charge:R:1 method="wB97M-V/def2-TZVPD" homo_ev=-8.1 smiles=C1C[C@H]2CC[C@H](C1)O2
O -0.286 -0.626 0.484 -0.5656
C 0.696 -1.008 -0.255 -0.0465
C -0.063 0.713 0.667 0.0611
C 1.586 -1.049 1.018 -0.3820
C 0.850 0.263 1.843 -0.3941
C -1.480 1.103 -0.025 -0.3839
C -1.153 0.647 -1.491 -0.4311
C -0.176 -0.781 -1.651 -0.3520
H -2.086 0.086 -1.932 0.2294
H 0.617 1.383 -0.092 0.1628
H -1.624 2.132 -0.010 0.1889
H -2.250 0.675 0.801 0.2260
H 1.115 -0.071 -0.592 0.1824
H 1.685 0.827 2.327 0.2002
H 2.717 -1.231 0.518 0.2136
H 0.474 -0.751 -2.565 0.2200
H -1.038 1.546 -2.056 0.2158
H 0.252 -0.347 2.680 0.2164
H 1.159 -1.934 1.691 0.2060
H -0.997 -1.576 -1.361 0.2326


16.
21
Properties=species:S:1:pos:R:3:nbo_charge:R:1 method="wB97M-V/def2-TZVPD" homo_ev=-8.8
O -1.510 -0.086 0.850 -0.5534
O -0.556 0.027 -1.243 -0.5132
C -0.315 -0.138 1.574 -0.0529
C -1.482 0.370 -0.488 0.3897
C 0.370 -0.594 -0.354 0.1007
C 1.830 -0.407 -0.340 -0.2492
C 0.890 0.181 0.630 -0.3681
C 2.894 -1.445 -0.107 -0.6229
C -1.896 1.896 -0.599 -0.6642
H 4.023 -0.647 -0.195 0.2445
H 2.555 -1.816 1.206 0.2119
H 2.815 -2.551 -0.732 0.2525
H -2.302 -0.212 -0.808 0.1386
H -2.779 1.975 0.034 0.2161
H -0.141 -1.659 -0.155 0.2142
H -0.672 0.667 2.215 0.1991
H -2.064 2.161 -1.807 0.2158
H -0.262 -1.001 2.103 0.1852
H 2.035 0.572 -0.788 0.2375
H 0.843 1.151 0.252 0.2134
H -1.265 2.648 -0.074 0.2047


17.
21
Properties=species:S:1:pos:R:3:nbo_charge:R:1 method="wB97M-V/def2-TZVPD" homo_ev=-7.9 smiles="CC(=C=O)[C@H](C)[C@H](C)O"
O 0.134 -2.120 -1.572 -0.7022
O 2.748 -1.125 -0.359 -0.4910
C -1.300 1.496 -0.367 -0.6264
C 1.301 1.564 1.223 -0.5940
C -0.901 -1.727 0.605 -0.6632
C -0.166 0.585 -0.766 -0.2095
C 1.079 0.671 0.030 -0.3500
C 1.917 -0.290 -0.299 0.7188
C -0.591 -1.216 -0.794 0.1308
H -1.575 -1.045 1.119 0.2141
H -2.211 1.214 -0.895 0.2210
H 2.224 1.298 1.735 0.2261
H -1.394 -2.698 0.534 0.2212
H -1.073 2.529 -0.640 0.2211
H 1.380 2.607 0.910 0.2152
H 0.021 0.636 -1.837 0.2095
H 0.011 -1.834 1.192 0.2044
H 0.946 -2.356 -1.099 0.4723
H -1.524 -1.108 -1.353 0.1620
H -1.509 1.445 0.699 0.2054
H 0.481 1.474 1.936 0.2145


18.
22
Properties=species:S:1:pos:R:3:nbo_charge:R:1 method="wB97M-V/def2-TZVPD" homo_ev=-8.8
S 3.133 0.295 -0.218 1.4767
O 1.558 0.992 -0.173 -0.6839
O 3.762 0.447 1.079 -0.9235
C 0.565 0.025 -0.037 0.3489
C -1.718 -0.809 0.645 -0.6060
C 2.574 -1.496 -0.236 -0.6056
C -0.938 1.707 0.844 -0.6127
C -0.871 0.343 0.005 -0.1507
C 1.064 -1.247 -0.082 -0.3131
C -1.383 0.645 -1.367 -0.6181
H -1.976 -1.544 -0.216 0.2196
H 3.065 -1.991 0.598 0.2490
H 2.680 -1.896 -1.136 0.2165
H -0.646 2.561 0.160 0.2234
H -1.224 1.594 -1.924 0.2326
H -1.330 -1.217 1.588 0.2335
H -0.321 1.606 1.745 0.2209
H 0.511 -2.139 -0.228 0.2180
H -1.910 2.126 1.349 0.2212
H -2.454 0.688 -1.292 0.2172
H -2.808 -0.492 1.037 0.2223
H -1.333 -0.200 -2.142 0.2137


19.
22
Properties=species:S:1:pos:R:3:nbo_charge:R:1 method="wB97M-V/def2-TZVPD" homo_ev=-9.4 smiles="CC(C)(O)C(=O)O.C=C=C"
O -2.090 -0.354 -0.215 -0.6798
O -0.414 1.609 -0.621 -0.7322
O -0.710 -1.905 -1.040 -0.6210
C 0.003 -0.112 2.126 0.2089
C -0.445 1.146 2.091 -0.6603
C 1.521 -0.044 -0.377 -0.6491
C 0.270 0.462 -2.594 -0.6152
C -0.943 -0.750 -0.788 0.7605
C 0.149 -1.383 2.322 -0.5039
C 0.006 0.414 -1.090 0.1984
H 0.382 -2.079 1.530 0.2512
H 0.973 1.261 -2.813 0.2208
H -0.665 0.682 -3.105 0.2192
H 0.007 -1.801 3.311 0.2429
H 2.176 0.663 -0.879 0.2077
H 0.219 1.941 2.415 0.2495
H -2.615 -1.139 -0.003 0.4939
H -1.502 1.318 2.261 0.2627
H 1.792 0.059 0.669 0.2140
H 0.660 -0.485 -2.950 0.2276
H -0.496 1.545 0.488 0.4868
H 1.719 -1.048 -0.739 0.2174


20.
22
Properties=species:S:1:pos:R:3:nbo_charge:R:1 method="wB97M-V/def2-TZVPD" homo_ev=-9.0 smiles=CC(C)(O)C#C[C@@H](O)CO
O -0.214 1.631 -2.406 -0.7016
O 0.498 -3.694 2.149 -0.7401
O 2.457 -2.371 1.075 -0.7761
C 0.899 -1.905 0.623 -0.0047
C 0.474 -0.591 0.127 -0.1216
C 0.029 0.418 -0.374 0.1171
C 0.218 2.872 -0.445 -0.6023
C -0.501 1.648 -1.011 0.1473
C -2.013 1.741 -0.779 -0.6145
C -0.034 -2.559 1.640 -0.0583
H -2.527 0.877 -1.223 0.2104
H -1.033 -2.698 1.201 0.2207
H 0.486 -1.563 2.218 0.1532
H 0.065 2.936 0.640 0.2185
H -2.393 2.661 -1.242 0.2218
H 1.295 2.812 -0.649 0.2278
H 0.838 -2.575 -0.257 0.1898
H -0.187 3.779 -0.915 0.2203
H 2.964 -2.440 0.261 0.4849
H -2.237 1.763 0.296 0.2235
H -0.735 0.942 -2.832 0.4698
H 1.651 -3.684 1.904 0.5141


Calculated energy relative to the best compared isomer or geometry (same formula, charge and spin) in order - 704.7, 239.5, 428.6, 89.7, 639.4, 318.7, 341.1, 336.4, 168.4, 73.9, 216.0, 204.1, 278.4, 328.5, 1085.5, 892.0, 196.9, 149.2, 273.0, 530.9 kJ/mol